1.
A molecular structure, C21H25BBrN7O2Pd, computed with ωB97M-V/def2-TZVPD.

Calculated values
HOMO-LUMO gap, eV: 8.12
Lowest unoccupied orbital energy, eV: -0.17

The geometry in ORCA input format:
```
! wB97M-V def2-TZVPD RIJCOSX def2/J DEFGRID3
* xyz 0 1
Pd 0.38 -0.05 -0.08
C 1.66 -0.31 -3.33
C 0.19 -0.48 -3.13
C -0.78 -0.80 -4.08
C -1.97 -0.88 -3.38
C -3.34 -1.21 -3.89
N -1.71 -0.63 -2.09
N -0.38 -0.38 -1.94
B -2.65 -0.71 -0.85
N -1.97 -1.72 0.13
N -0.64 -1.69 0.44
C -0.36 -2.77 1.17
C 1.03 -3.06 1.63
C -1.53 -3.51 1.35
C -2.52 -2.81 0.68
C -3.97 -3.16 0.56
N -2.82 0.66 -0.21
N -1.83 1.16 0.56
C -2.17 2.40 0.87
C -1.26 3.25 1.70
C -3.41 2.72 0.31
C -3.80 1.59 -0.38
C -5.03 1.33 -1.17
H 1.89 -0.36 -4.39
H 2.21 -1.09 -2.81
H 2.01 0.65 -2.95
H -0.63 -0.94 -5.14
H -3.30 -1.34 -4.97
H -4.05 -0.43 -3.66
H -3.71 -2.13 -3.45
H -3.70 -1.14 -1.21
H 1.72 -2.29 1.30
H 1.35 -4.03 1.24
H 1.07 -3.10 2.72
H -1.64 -4.43 1.89
H -4.17 -4.05 1.14
H -4.25 -3.35 -0.47
H -4.60 -2.35 0.93
H -0.41 2.65 2.05
H -1.77 3.65 2.58
H -0.87 4.09 1.13
H -3.96 3.65 0.39
H -5.74 2.14 -1.01
H -5.51 0.40 -0.88
H -4.83 1.27 -2.24
Br -0.38 2.74 -2.32
C 1.16 2.74 -1.25
C 1.99 3.85 -1.34
C 3.08 3.93 -0.50
C 3.28 2.92 0.43
C 2.41 1.86 0.46
N 1.39 1.73 -0.41
C 2.48 0.84 1.59
O 3.38 0.89 2.39
O 1.49 0.00 1.59
H 1.75 4.63 -2.05
H 3.75 4.78 -0.56
H 4.08 2.94 1.17
*
```

Atomic partial charges in e from the Mulliken method, atoms 1 to 6: number 1, Pd, carries 0.85; number 2, C, carries -1.29; number 3, C, carries 0.11; number 4, C, carries -1.40; number 5, C, carries 0.80; number 6, C, carries -1.26

2.
A molecular structure, C21H25BiN3O6S, computed with ωB97M-V/def2-TZVPD.

Calculated values
HOMO-LUMO gap, eV: 7.64
Lowest unoccupied orbital energy, eV: 2.70

The geometry in ORCA input format:
```
! wB97M-V def2-TZVPD RIJCOSX def2/J DEFGRID3
* xyz -1 1
Bi 0.00 0.37 -1.23
C 0.44 -2.73 -2.38
N 1.26 -2.18 -1.29
C 1.08 -2.96 -0.06
C 0.92 -2.14 1.24
C -0.54 -2.05 1.66
N -1.35 -1.44 0.62
C -2.38 -0.81 0.99
C -3.39 -0.16 0.15
C -4.58 0.21 0.81
C -5.64 0.79 0.15
C -5.51 1.04 -1.22
C -4.35 0.71 -1.89
C -3.24 0.11 -1.24
O -2.17 -0.14 -1.93
C 2.66 -2.08 -1.70
C 3.56 -1.23 -0.80
C 3.38 0.29 -0.90
N 2.23 0.77 -0.12
C 2.44 1.53 0.87
C 1.47 2.05 1.82
C 2.02 2.56 3.02
C 1.24 3.05 4.04
C -0.15 3.08 3.86
C -0.71 2.62 2.70
C 0.06 2.09 1.63
O -0.56 1.71 0.56
H 0.73 -3.77 -2.62
H 0.55 -2.11 -3.27
H -0.61 -2.71 -2.08
H 1.91 -3.67 0.04
H 0.17 -3.55 -0.18
H 1.33 -1.14 1.11
H 1.49 -2.61 2.05
H -0.63 -1.52 2.62
H -0.90 -3.08 1.83
H -2.61 -0.75 2.07
H -4.65 0.02 1.87
H -6.54 1.06 0.68
H -6.32 1.50 -1.77
H -4.23 0.92 -2.95
H 2.68 -1.64 -2.70
H 3.10 -3.09 -1.77
H 4.59 -1.45 -1.09
H 3.46 -1.54 0.25
H 3.24 0.58 -1.94
H 4.29 0.78 -0.55
H 3.48 1.81 1.09
H 3.10 2.54 3.13
H 1.70 3.42 4.95
H -0.78 3.48 4.64
H -1.78 2.66 2.54
O 0.36 2.19 -4.75
S 1.04 1.79 -3.54
O 2.41 2.27 -3.41
O 1.00 0.28 -3.34
O 0.24 2.25 -2.29
*
```

Atomic partial charges in e from the Mulliken method, atoms 1 to 6: number 1, Bi, carries 2.10; number 2, C, carries -1.38; number 3, N, carries 0.85; number 4, C, carries -1.40; number 5, C, carries 0.41; number 6, C, carries -1.60